{
  "formula": "C16H36IN5O9P3",
  "method": "the ωB97M-V functional and the def2-TZVPD basis",
  "species": ["C", "C", "N", "C", "N", "I", "N", "C", "N", "P", "N", "O", "H", "H", "H", "H", "H", "H", "O", "P", "O", "C", "C", "O", "C", "C", "O", "C", "C", "H", "H", "H", "H", "H", "H", "H", "H", "H", "H", "H", "H", "H", "H", "H", "O", "P", "O", "C", "C", "O", "C", "C", "O", "C", "C", "H", "H", "H", "H", "H", "H", "H", "H", "H", "H", "H", "H", "H", "H", "H"],
  "xyz": [[2.577421, 4.294819, -1.677615], [2.191498, 3.172388, -1.792628], [1.976339, 1.845935, -1.568372], [0.758978, 1.344949, -1.258976], [-0.361497, 2.013494, -1.162153], [-2.132620, 1.133128, -0.648964], [0.932441, 0.008344, -1.066599], [2.202853, -0.236954, -1.282289], [2.914184, 0.855920, -1.610220], [4.696590, 0.825970, -1.984079], [5.469239, 0.320836, -0.535396], [5.228079, 2.341930, -2.188085], [2.927664, 5.295608, -1.567263], [-0.381406, 3.005243, -1.346451], [2.575906, -1.245606, -1.186187], [5.764773, -0.637220, -0.702506], [6.320025, 0.870184, -0.431460], [6.175259, 2.419929, -2.019042], [-5.182662, -1.180529, -2.154763], [-5.434047, -2.227972, -3.188841], [-6.086190, -3.470131, -2.357116], [-7.408459, -3.333006, -1.824287], [-8.465683, -3.348678, -2.911929], [-3.894378, -2.778578, -3.374971], [-2.780341, -2.033794, -2.910701], [-2.320733, -2.572734, -1.570180], [-5.877517, -2.789021, -4.647496], [-4.992980, -3.245069, -5.686074], [-4.688981, -4.715980, -5.518723], [-7.474377, -2.416776, -1.230377], [-7.561053, -4.174328, -1.149410], [-8.386881, -2.466444, -3.553261], [-9.464139, -3.362253, -2.474072], [-8.348332, -4.224244, -3.549719], [-3.005120, -0.969515, -2.865142], [-1.977208, -2.155337, -3.644121], [-3.132006, -2.574426, -0.840854], [-1.493283, -1.981097, -1.172651], [-1.989954, -3.606955, -1.674643], [-4.093518, -2.636923, -5.742730], [-5.523262, -3.097270, -6.628589], [-4.259525, -4.935014, -4.543272], [-3.991141, -5.046683, -6.288820], [-5.603779, -5.304510, -5.598438], [3.244939, 1.185934, 6.372974], [3.604983, 1.526393, 4.971992], [3.811497, 3.148491, 4.987791], [4.942022, 3.695203, 5.674707], [6.243315, 3.414258, 4.946664], [2.117133, 1.430417, 4.282279], [1.019251, 0.773029, 4.917249], [0.122437, 1.783807, 5.599179], [4.344101, 1.318007, 3.524109], [3.705458, 0.880129, 2.323593], [3.135292, 2.062419, 1.570464], [4.976431, 3.307057, 6.696238], [4.778993, 4.770533, 5.736622], [6.473543, 2.345266, 4.946124], [7.070246, 3.939456, 5.425320], [6.178183, 3.732649, 3.905912], [1.361091, 0.007848, 5.611374], [0.458841, 0.259777, 4.130313], [0.680912, 2.390339, 6.311818], [-0.693834, 1.287188, 6.124837], [-0.302403, 2.469361, 4.863408], [2.957374, 0.113865, 2.518728], [4.475289, 0.408678, 1.715093], [2.440459, 2.631675, 2.185293], [2.612572, 1.735628, 0.675520], [3.929739, 2.753178, 1.276037]],
  "atomic_forces_ev_per_a": [[0.0, 0.5, -0.1], [0.8, -0.7, 0.7], [-1.1, 2.4, -0.7], [1.1, -2.0, 0.1], [-0.5, 0.2, 0.1], [0.1, 0.1, -0.1], [-0.7, 0.3, 0.1], [-0.4, 0.0, 0.0], [-0.2, 0.3, 0.8], [1.7, -2.0, -1.5], [-0.3, 0.7, -0.9], [-1.1, 0.0, 0.7], [-0.1, 0.1, -0.2], [0.1, 0.0, 0.0], [0.5, 0.2, -0.2], [0.0, -0.1, 0.2], [-0.1, 0.0, 0.6], [0.0, 0.1, 0.0], [-2.2, 1.7, -2.0], [4.0, -4.9, 2.0], [-0.3, 0.8, -0.5], [-0.4, 0.0, 0.1], [0.1, 0.1, -0.1], [-0.5, 0.3, -0.5], [0.4, -0.2, 0.3], [0.0, -0.1, 0.1], [-1.0, 2.2, 0.8], [0.2, 0.0, -0.8], [-0.1, -0.2, 0.3], [0.1, 0.0, 0.0], [0.2, 0.0, 0.0], [0.0, 0.0, 0.0], [0.0, 0.0, 0.0], [0.0, 0.0, 0.0], [-0.1, 0.0, 0.1], [-0.1, -0.1, -0.1], [-0.1, 0.1, -0.1], [0.0, 0.0, 0.0], [0.0, 0.0, 0.0], [0.0, 0.0, 0.2], [-0.2, 0.1, 0.2], [0.1, 0.1, 0.0], [0.0, 0.1, -0.1], [0.0, 0.0, -0.1], [2.9, -1.8, -0.3], [-5.3, 3.9, -1.6], [0.6, -0.8, -0.1], [0.3, 0.2, 0.2], [0.0, -0.1, -0.1], [0.6, -0.3, -0.3], [-0.4, 0.1, 0.2], [0.0, 0.2, 0.0], [1.1, -1.0, 1.9], [0.0, -0.5, -0.4], [0.1, 0.4, 0.3], [-0.1, 0.0, 0.0], [-0.2, 0.0, -0.1], [0.0, 0.0, 0.0], [0.0, 0.0, 0.0], [0.0, 0.1, 0.0], [0.1, 0.1, 0.1], [0.1, 0.1, -0.1], [0.1, -0.1, 0.1], [0.0, 0.0, 0.0], [0.0, -0.1, 0.0], [-0.1, 0.2, 0.2], [0.2, 0.0, 0.2], [-0.1, -0.1, 0.0], [0.0, -0.1, 0.1], [0.1, -0.1, -0.1]],
  "lowdin_charge": [0.203, -0.102, -0.040, -0.459, -0.357, 1.053, 0.157, -0.142, -0.136, 0.893, -0.145, -0.260, 0.063, 0.076, 0.146, 0.044, 0.052, 0.073, -0.249, 0.581, -0.199, -0.279, -0.081, -0.242, -0.314, -0.096, -0.204, -0.256, -0.064, 0.111, 0.119, 0.070, 0.081, 0.082, 0.052, 0.119, 0.080, 0.025, 0.080, 0.111, 0.120, 0.073, 0.084, 0.083, -0.211, 0.586, -0.204, -0.279, -0.085, -0.256, -0.282, -0.069, -0.208, -0.271, -0.054, 0.115, 0.119, 0.069, 0.081, 0.076, 0.108, 0.114, 0.079, 0.080, 0.075, 0.117, 0.081, 0.084, 0.041, 0.086],
  "max_force_ev_per_a": 6.8,
  "orbital_gap_ev": 8.215,
  "total_energy_ha": -2903.69344,
  "e_lumo_ev": -3.697,
  "charge": 1,
  "homo_ev": -11.912
}

---

{
  "formula": "C16H36N2NbO5S",
  "method": "the ωB97M-V functional and the def2-TZVPD basis",
  "species": ["N", "Nb", "N", "C", "S", "H", "H", "H", "H", "H", "H", "C", "C", "O", "C", "H", "H", "H", "H", "H", "H", "C", "C", "O", "C", "H", "H", "H", "H", "H", "H", "C", "C", "O", "C", "H", "H", "H", "H", "H", "H", "C", "C", "O", "C", "H", "H", "H", "H", "H", "H", "C", "C", "O", "C", "H", "H", "H", "H", "H", "H"],
  "xyz": [[1.809979, 4.869797, 1.434312], [0.172047, 6.215026, 1.689543], [-1.194061, 4.593080, 1.310912], [-2.392886, 5.017082, 1.573546], [-3.933004, 4.982200, 2.240333], [1.477229, 3.903117, 1.594754], [2.581369, 5.089069, 2.084707], [0.219737, 6.504573, -0.133734], [-1.188079, 7.440212, 1.803281], [0.111743, 5.993042, 3.506106], [1.313718, 7.615673, 1.925276], [1.918704, 2.728845, -2.472153], [1.126559, 2.329584, -1.256518], [1.665199, 2.171503, -0.174758], [-0.353499, 2.132763, -1.427094], [2.970327, 2.835605, -2.198934], [1.832281, 1.958385, -3.241680], [1.556637, 3.685422, -2.853124], [-0.541698, 1.335622, -2.149208], [-0.814936, 3.064195, -1.761764], [-0.792934, 1.848524, -0.469796], [0.771381, -3.238200, -0.809346], [0.620805, -1.739911, -0.786187], [-0.440231, -1.209146, -1.054821], [1.832867, -0.927098, -0.418175], [-0.180332, -3.693863, -1.090048], [1.527315, -3.524420, -1.544640], [1.052193, -3.597110, 0.181787], [2.635345, -1.112427, -1.136881], [2.160366, -1.186338, 0.590554], [1.580749, 0.136922, -0.440627], [-3.265422, 3.573291, -4.998236], [-2.154149, 2.562078, -4.897428], [-1.010983, 2.902187, -4.674815], [-2.516973, 1.112170, -5.082926], [-2.858703, 4.573909, -4.843389], [-3.719608, 3.529030, -5.990551], [-4.016590, 3.377883, -4.230288], [-2.937894, 0.958598, -6.079013], [-3.235053, 0.807815, -4.318736], [-1.619500, 0.499265, -4.983610], [-1.349625, -3.302848, 2.916035], [-0.168812, -2.414199, 3.200479], [0.778631, -2.359524, 2.439769], [-0.204817, -1.594685, 4.462669], [-1.186479, -3.831379, 1.977887], [-1.463256, -4.037275, 3.716421], [-2.254950, -2.698571, 2.825571], [-0.267879, -2.253250, 5.331689], [-1.059559, -0.915949, 4.440709], [0.709566, -1.003496, 4.536731], [1.083553, -7.799754, 1.817639], [0.934751, -6.300816, 1.835456], [-0.123173, -5.769137, 1.562389], [2.147387, -5.488399, 2.204687], [0.132397, -8.254422, 1.535240], [1.841097, -8.089328, 1.086518], [1.361751, -8.157553, 2.811051], [2.952139, -5.676109, 1.490462], [2.472698, -5.744363, 3.215429], [1.894568, -4.426899, 2.176542]],
  "atomic_forces_ev_per_a": [[-1.3, 1.0, 1.7], [1.8, -3.5, -1.5], [-6.5, 3.4, 1.0], [4.1, -3.7, 0.6], [2.3, 0.6, -1.5], [0.5, 0.5, -0.3], [-0.2, -0.4, -0.7], [-0.3, 1.0, -0.1], [0.0, 0.2, 0.2], [-0.2, 0.8, 0.5], [-0.2, 0.0, 0.0], [0.4, 0.0, 0.2], [0.1, 0.2, 0.6], [-0.2, 0.1, -0.6], [-0.1, 0.0, 0.4], [-0.1, 0.0, 0.0], [-0.2, 0.1, -0.1], [-0.1, -0.1, -0.1], [0.0, 0.1, -0.1], [0.0, -0.1, -0.1], [0.1, 0.0, -0.1], [-0.3, -0.2, -0.1], [-0.3, 0.3, 0.0], [0.3, -0.3, 0.0], [-0.3, 0.3, -0.1], [0.1, 0.0, 0.0], [0.1, 0.0, 0.1], [0.1, 0.0, -0.1], [0.1, -0.1, 0.1], [0.1, -0.1, -0.1], [0.1, -0.5, 0.1], [0.2, 0.3, 0.1], [0.6, 0.2, 0.1], [-0.3, -0.1, -0.1], [0.3, -0.2, 0.0], [0.0, -0.1, 0.0], [-0.2, -0.1, 0.1], [-0.1, -0.1, -0.2], [-0.2, 0.0, 0.1], [-0.1, 0.0, -0.1], [-0.1, 0.1, 0.0], [0.1, 0.0, -0.4], [0.2, 0.0, -0.3], [-0.2, 0.0, 0.3], [0.4, 0.2, -0.1], [0.0, 0.1, 0.2], [-0.2, 0.1, 0.0], [0.0, 0.0, 0.2], [-0.2, 0.1, 0.0], [-0.1, -0.1, 0.1], [-0.1, -0.1, 0.0], [-0.4, -0.1, -0.1], [-0.4, 0.3, -0.1], [0.4, -0.4, 0.0], [-0.2, 0.4, -0.1], [0.1, 0.1, 0.0], [0.1, 0.0, 0.2], [0.2, 0.0, -0.1], [0.1, -0.1, 0.2], [0.2, -0.1, -0.1], [0.0, -0.1, 0.0]],
  "lowdin_charge": [-0.302, 0.927, -0.212, -0.919, 0.422, -0.054, -0.054, -0.193, -0.190, -0.191, -0.195, -0.016, -0.500, 0.013, -0.027, 0.080, 0.081, 0.089, 0.070, 0.084, 0.083, -0.026, -0.491, 0.056, -0.006, 0.084, 0.082, 0.048, 0.089, 0.080, 0.048, -0.024, -0.506, 0.057, -0.027, 0.085, 0.081, 0.087, 0.080, 0.087, 0.082, -0.019, -0.475, 0.047, -0.019, 0.058, 0.088, 0.091, 0.083, 0.091, 0.085, -0.026, -0.487, 0.054, -0.015, 0.081, 0.084, 0.084, 0.090, 0.089, 0.055],
  "max_force_ev_per_a": 7.4,
  "orbital_gap_ev": 6.459,
  "total_energy_ha": -1571.96004,
  "e_lumo_ev": 1.925,
  "charge": -1,
  "homo_ev": -4.534
}

---

{
  "formula": "C16H36NO8S4",
  "method": "the ωB97M-V functional and the def2-TZVPD basis",
  "species": ["N", "H", "H", "H", "H", "C", "C", "C", "S", "O", "O", "C", "H", "H", "H", "H", "H", "H", "H", "H", "C", "C", "C", "S", "O", "O", "C", "H", "H", "H", "H", "H", "H", "H", "H", "C", "C", "C", "S", "O", "O", "C", "H", "H", "H", "H", "H", "H", "H", "H", "C", "C", "C", "S", "O", "O", "C", "H", "H", "H", "H", "H", "H", "H", "H"],
  "xyz": [[11.095000, 3.196000, 4.670000], [11.726000, 2.526000, 4.365000], [10.630000, 3.541000, 3.910000], [11.574000, 3.991000, 4.957000], [10.546000, 2.790000, 5.504000], [7.136000, 7.233000, 1.753000], [6.119000, 7.473000, 2.967000], [6.610000, 6.947000, 4.307000], [7.411000, 5.455000, 3.788000], [6.349000, 4.479000, 3.526000], [8.443000, 5.290000, 4.729000], [7.904000, 6.025000, 2.217000], [7.724000, 8.257000, 1.594000], [6.627000, 6.973000, 0.825000], [5.333000, 6.931000, 2.767000], [5.862000, 8.569000, 3.175000], [5.696000, 6.408000, 4.973000], [7.060000, 7.458000, 5.008000], [7.769000, 5.305000, 1.563000], [9.038000, 6.312000, 2.275000], [14.364000, 3.203000, 9.729000], [15.407000, 3.761000, 8.784000], [14.573000, 4.087000, 7.501000], [13.003000, 4.738000, 8.092000], [12.010000, 3.998000, 7.263000], [13.106000, 6.211000, 7.722000], [13.216000, 4.308000, 9.787000], [14.936000, 3.149000, 10.724000], [13.824000, 2.251000, 9.289000], [16.043000, 2.928000, 8.571000], [16.044000, 4.645000, 9.262000], [14.367000, 3.385000, 6.892000], [14.988000, 4.956000, 6.932000], [12.264000, 3.967000, 10.298000], [13.596000, 5.233000, 10.300000], [10.956000, 8.772000, 3.092000], [11.607000, 8.999000, 4.424000], [12.326000, 7.692000, 4.746000], [12.719000, 6.946000, 3.130000], [12.094000, 5.623000, 3.164000], [14.104000, 7.128000, 2.908000], [11.950000, 8.143000, 2.084000], [10.456000, 9.634000, 2.810000], [10.165000, 8.144000, 3.412000], [10.861000, 9.501000, 5.125000], [12.448000, 9.668000, 4.230000], [11.878000, 7.097000, 5.548000], [13.245000, 7.940000, 5.239000], [11.419000, 7.673000, 1.115000], [12.893000, 8.675000, 1.732000], [17.726000, 1.788000, 4.003000], [17.928000, 3.262000, 3.608000], [16.610000, 4.015000, 3.804000], [15.391000, 2.812000, 3.241000], [15.072000, 3.205000, 1.877000], [14.269000, 2.843000, 4.171000], [16.448000, 1.479000, 3.205000], [17.682000, 1.591000, 5.029000], [18.454000, 1.265000, 3.544000], [18.334000, 3.457000, 2.666000], [18.676000, 3.630000, 4.317000], [16.706000, 4.883000, 3.418000], [16.233000, 4.074000, 4.761000], [16.703000, 1.123000, 2.216000], [15.869000, 0.616000, 3.530000]],
  "atomic_forces_ev_per_a": [[-1.4, -1.7, 3.7], [2.0, -1.6, -0.7], [-2.6, 0.7, -2.5], [1.7, 1.9, 1.4], [0.6, 1.2, -1.8], [-0.3, 2.7, 1.7], [3.3, 4.9, 1.2], [-5.2, -5.3, -2.1], [-4.1, 1.1, -0.3], [1.6, 0.4, 0.4], [2.9, -1.8, 1.3], [4.7, 3.9, 1.5], [-0.8, -2.6, 0.3], [-0.2, 0.4, 0.2], [-4.6, -2.4, -1.2], [0.1, -1.5, -1.0], [2.0, 1.6, -1.9], [3.1, 3.1, 2.9], [-0.3, -3.9, -3.0], [-1.9, -0.9, 0.0], [-1.1, 0.3, 1.0], [-0.1, 0.8, -0.7], [2.7, 6.7, 4.8], [0.7, 2.9, -5.3], [0.3, 0.4, 2.0], [-0.9, -3.1, 2.2], [-0.1, -0.4, 2.1], [-1.7, -0.7, -1.1], [1.6, 1.5, 1.3], [0.9, -0.2, -0.2], [-1.6, -1.8, -1.2], [-1.2, -5.5, -4.0], [-0.3, -0.8, 0.4], [1.1, 0.4, -0.8], [-0.4, -0.8, -0.6], [0.6, -0.2, 0.0], [0.9, 1.2, -0.1], [-0.3, 0.6, 1.3], [-1.5, -1.3, 2.2], [0.2, 0.5, -0.6], [1.9, -0.6, -0.3], [-1.3, -0.7, -1.9], [-0.6, 1.8, -1.2], [-1.0, -1.6, -0.7], [1.3, -1.1, -0.5], [-0.3, 0.7, 0.4], [-0.6, -0.6, -0.9], [0.9, 0.0, -0.2], [1.2, 0.8, 2.4], [-1.7, 0.1, 0.5], [-2.7, 2.3, -2.1], [0.2, 0.3, 3.9], [0.6, -7.0, 1.4], [-1.3, 5.0, -3.0], [-0.2, -1.0, 0.3], [0.6, -1.3, 0.4], [0.2, -3.5, 1.2], [-0.2, 0.0, 1.5], [2.6, -2.1, -1.0], [0.3, -0.2, -1.7], [0.0, 0.4, -0.1], [-0.5, 5.9, -3.3], [0.2, 0.5, 2.8], [0.0, 0.9, -0.6], [0.0, -0.1, 0.7]],
  "lowdin_charge": [0.359, 0.098, 0.087, 0.062, 0.203, -0.158, -0.194, -0.218, 0.636, -0.306, -0.320, -0.264, 0.149, 0.111, 0.043, 0.145, 0.187, 0.031, 0.046, 0.133, -0.220, -0.215, -0.217, 0.761, -0.377, -0.368, -0.238, 0.144, 0.160, 0.096, 0.171, 0.003, 0.122, 0.129, 0.124, -0.254, -0.218, -0.213, 0.662, -0.351, -0.304, -0.199, 0.094, 0.088, 0.154, 0.116, 0.095, 0.089, 0.160, 0.125, -0.150, -0.174, -0.168, 0.691, -0.318, -0.338, -0.256, 0.107, 0.080, 0.108, 0.124, 0.047, 0.061, 0.123, 0.112],
  "max_force_ev_per_a": 8.7,
  "orbital_gap_ev": 10.321,
  "total_energy_ha": -2880.17714,
  "e_lumo_ev": -2.164,
  "charge": 1,
  "homo_ev": -12.485
}